1.
168
Properties=species:S:1:pos:R:3 method="wB97M-V/def2-TZVPD" orbital_gap_ha=0.3245 smiles="CCOC(=O)C(F)(F)F.CCN(CC)CC.CCN(CC)CC.CCN(CC)CC.CCN(CC)CC.CCN(CC)CC.CCN(CC)CC.CCN(CC)CC" e_above_lowest_kj_mol=47.3 mol_weight_g_mol=850.43 e_tot_ha=-2651.9208
C 0.83536 -3.07699 0.75091
C 1.05589 -3.04943 2.26722
O -0.13025 -3.36602 2.97920
C -0.32419 -4.62216 3.34347
O 0.45454 -5.51212 3.17559
C -1.67220 -4.83213 4.04991
F -2.45637 -5.59408 3.27801
F -1.49230 -5.40511 5.23547
F -2.32305 -3.66823 4.22489
H 1.79642 -3.13530 0.23544
H 0.40261 -2.15320 0.36320
H 0.19662 -3.90701 0.45060
H 1.37281 -2.06804 2.60978
H 1.85737 -3.76249 2.45734
C -2.79420 -5.91171 0.17694
C -3.43229 -4.55600 0.46413
N -4.28087 -4.14841 -0.65448
C -4.29166 -2.71010 -0.87758
C -2.97307 -2.25873 -1.47069
C -5.60308 -4.75638 -0.63901
C -6.30789 -4.75835 -1.97838
H -2.23232 -5.89076 -0.75921
H -3.52296 -6.71476 0.10506
H -2.04746 -6.08434 0.95375
H -4.02145 -4.65841 1.38904
H -2.71752 -3.77878 0.73746
H -5.07525 -2.40907 -1.57899
H -4.61148 -2.14169 0.01121
H -2.13130 -2.52717 -0.82936
H -2.81879 -2.65905 -2.47185
H -2.95642 -1.17087 -1.56929
H -6.20882 -4.25462 0.13654
H -5.55251 -5.77792 -0.25759
H -5.86673 -5.45836 -2.68895
H -6.45534 -3.81693 -2.50861
H -7.32870 -5.11030 -1.78947
C -0.99744 2.23363 4.29656
C -1.79919 1.05339 3.71798
N -3.22198 1.16659 4.02844
C -3.50953 0.81863 5.41774
C -4.78685 1.48590 5.91390
C -4.04435 0.47538 3.04861
C -3.78569 -1.03401 2.91282
H -0.00007 2.23625 3.84750
H -0.83022 2.19275 5.37187
H -1.49553 3.16096 4.01040
H -1.69642 1.05270 2.63258
H -1.30239 0.16376 4.13289
H -3.67840 -0.26078 5.52174
H -2.66426 1.13596 6.02268
H -5.67208 1.02266 5.47614
H -4.94810 1.41717 6.99771
H -4.83845 2.57357 5.81359
H -3.87252 0.98067 2.09383
H -5.09145 0.64341 3.30898
H -4.24714 -1.47892 2.03220
H -4.14330 -1.56262 3.80087
H -2.72360 -1.29177 2.90862
C 3.30217 -3.83388 -2.87482
C 2.98862 -2.34573 -2.84467
N 2.86916 -1.70787 -4.14623
C 4.04224 -1.86677 -4.99855
C 5.36573 -1.33612 -4.43888
C 2.44501 -0.33245 -3.97806
C 2.02550 0.40771 -5.25337
H 2.53298 -4.39251 -3.41020
H 3.25733 -4.18244 -1.83744
H 4.30540 -4.08424 -3.21577
H 2.04807 -2.17144 -2.31719
H 3.80029 -1.88722 -2.25262
H 4.10898 -2.90562 -5.32382
H 3.79521 -1.31513 -5.91003
H 5.34553 -0.25860 -4.26763
H 5.60999 -1.79367 -3.47755
H 6.19817 -1.54461 -5.11175
H 3.17817 0.30121 -3.45408
H 1.52186 -0.29833 -3.40202
H 1.61553 1.35702 -4.89834
H 1.23640 -0.10621 -5.80168
H 2.85147 0.63846 -5.92737
C 3.94559 0.79255 2.65768
C 3.91178 -0.54125 1.93488
N 4.84638 -0.66705 0.83121
C 4.59249 0.37323 -0.18443
C 5.54772 0.38061 -1.37117
C 4.92182 -2.00298 0.25526
C 5.39057 -3.05689 1.27400
H 3.44011 0.70006 3.61624
H 3.55746 1.60528 2.04653
H 4.99183 1.04948 2.85223
H 4.21252 -1.33120 2.62659
H 2.87149 -0.75401 1.63191
H 3.57587 0.23386 -0.57934
H 4.67341 1.32175 0.34683
H 6.61705 0.48873 -1.19642
H 5.37803 -0.51147 -1.97681
H 5.26896 1.21063 -2.02806
H 5.74760 -1.97014 -0.45473
H 4.03223 -2.37568 -0.27107
H 6.26271 -2.73977 1.84226
H 5.68119 -3.92513 0.67797
H 4.59612 -3.34784 1.96208
C -2.49758 3.14889 1.05391
C -2.14123 1.95468 0.20848
N -0.69586 1.72341 0.11449
C 0.05076 2.85686 -0.38684
C 1.55638 2.60904 -0.54457
C -0.35254 0.47824 -0.52609
C -0.48108 0.41523 -2.06486
H -3.58223 3.13192 1.20771
H -2.21435 4.09298 0.59365
H -2.09995 3.13765 2.07130
H -2.59630 1.01572 0.54003
H -2.53912 2.05690 -0.81718
H -0.31739 3.33690 -1.30481
H 0.02640 3.64400 0.37253
H 1.99422 3.51810 -0.96988
H 2.10492 2.51105 0.39373
H 1.79924 1.79842 -1.23266
H -1.01301 -0.32073 -0.17499
H 0.66578 0.16451 -0.27305
H 0.15593 1.15262 -2.55371
H -1.50332 0.65245 -2.37070
H -0.26321 -0.62569 -2.30597
C -2.37951 -1.03020 -5.55804
C -3.82512 -1.00098 -5.03749
N -4.07918 0.13970 -4.16904
C -5.30945 0.04033 -3.39015
C -5.14075 0.70877 -2.03176
C -3.97046 1.42766 -4.85939
C -5.05280 1.74748 -5.88952
H -1.76496 -0.73653 -4.70174
H -2.17238 -0.33287 -6.36647
H -2.10533 -2.05045 -5.82060
H -4.55112 -1.09933 -5.85697
H -3.90617 -1.86407 -4.37080
H -6.19004 0.45697 -3.89580
H -5.56255 -1.01181 -3.24216
H -4.23259 0.38347 -1.52134
H -5.00494 1.78959 -2.08538
H -5.96796 0.39304 -1.39279
H -3.02762 1.42674 -5.40826
H -3.83952 2.23965 -4.14114
H -6.00763 2.08945 -5.47724
H -5.26140 0.89089 -6.52963
H -4.77033 2.60834 -6.50085
C 6.55350 5.93969 4.01660
C 5.64410 5.37069 2.94362
N 4.23944 5.35112 3.32566
C 3.44121 4.63921 2.33041
C 2.13272 4.08958 2.88663
C 3.65708 6.66271 3.62709
C 3.82265 7.75789 2.56461
H 6.34392 6.99351 4.21375
H 7.62024 5.82472 3.83785
H 6.34498 5.43681 4.96615
H 5.76746 5.90349 1.98661
H 5.91120 4.33345 2.72999
H 3.31421 5.20581 1.39487
H 4.03000 3.77602 2.00177
H 1.80356 3.19914 2.34631
H 2.34801 3.78401 3.91252
H 1.27281 4.76054 2.89072
H 4.13991 6.94043 4.56859
H 2.59436 6.53800 3.83628
H 4.88061 7.87966 2.32901
H 3.37278 8.69001 2.90135
H 3.32960 7.49985 1.62478

=====

2.
94
Properties=species:S:1:pos:R:3 method="wB97M-V/def2-TZVPD" orbital_gap_ha="0.2818 / 0.2173" charge=+1 multiplicity=6 e_above_lowest_kj_mol=522.0 mol_weight_g_mol=540.58 e_tot_ha=-2878.0156
Fe 1.85766 0.92475 -2.14339
C 0.79540 -1.22615 1.26792
C 0.38211 -1.30848 -0.17970
O 1.29108 -0.66081 -1.09146
H 1.86408 -1.18525 1.47851
H 0.44952 -2.08169 1.84801
H 0.41823 -0.35393 1.80185
H -0.61264 -0.87437 -0.28035
H 0.42446 -2.38234 -0.36172
F 1.55842 -0.06258 -3.83005
C -1.71479 -4.64333 0.00310
C -1.19348 -4.83125 -1.30714
C -0.31837 -6.12947 -1.42451
O -2.30089 -4.88620 -2.20790
H -2.43327 -3.83124 0.11442
H -0.87001 -4.48927 0.67445
H -2.20206 -5.55137 0.35826
H -0.71794 -3.88964 -1.58160
H 0.70032 -6.11827 -1.03691
H -0.26706 -6.63655 -2.38802
H -0.75967 -6.92345 -0.82205
H -3.04623 -4.65491 -1.64881
C -0.32934 4.20458 -2.14273
C -0.70966 2.81633 -1.52717
C -2.14709 2.46081 -1.69870
O -0.10088 1.69073 -2.18926
H -0.39022 4.24440 -3.23030
H 0.74216 4.37982 -2.04649
H -0.83197 5.06753 -1.70594
H -0.40690 2.75898 -0.48163
H -2.38161 2.39875 -2.76136
H -2.82357 3.10680 -1.13910
H -2.43826 1.47453 -1.33734
H -0.66774 1.57215 -2.95490
C -2.52716 -1.89516 3.04074
C -2.00869 -1.87505 4.47150
C -0.91102 -2.95297 4.70793
O -1.34636 -0.61036 4.70865
H -1.91754 -1.39457 2.28849
H -3.43147 -1.31810 2.84754
H -2.63925 -2.89540 2.62235
H -2.82015 -2.03356 5.18178
H -1.16262 -3.99639 4.51801
H -0.53957 -2.92848 5.73239
H -0.08715 -2.77368 4.01713
H -2.02020 0.03774 4.49069
C -2.04513 1.53866 2.06320
C -2.70265 2.43503 3.15665
C -3.79210 3.19965 2.56937
O -3.13482 1.46176 4.04366
H -1.42230 2.23569 1.50256
H -2.66995 1.07486 1.29992
H -1.37034 0.76440 2.42829
H -1.87630 2.98548 3.60637
H -4.49568 2.64332 1.95003
H -3.43722 4.01045 1.93317
H -4.47788 3.45959 3.37575
H -3.78448 1.77964 4.67493
C 1.83911 2.41072 2.86354
C 3.08315 3.24173 2.62978
C 4.27722 2.37474 2.09825
O 2.79308 4.04612 1.54089
H 1.03506 2.38755 2.12797
H 1.34270 2.73247 3.77905
H 2.06815 1.34533 2.88767
H 3.41562 3.85809 3.46505
H 4.79545 2.70530 1.19810
H 3.92790 1.39424 1.77467
H 5.01772 2.21056 2.88106
H 2.78765 3.41273 0.81951
C -1.60862 -1.28051 -3.56027
C -1.95502 -0.40020 -4.78589
C -3.31906 0.25892 -4.79178
O -0.95689 0.63490 -4.80757
H -1.87069 -0.73741 -2.65227
H -0.56406 -1.59188 -3.56696
H -2.14692 -2.22376 -3.65302
H -1.89253 -0.92597 -5.73866
H -3.46254 0.63103 -3.77736
H -4.11848 -0.46673 -4.94165
H -3.37722 1.13911 -5.43208
H -0.15831 0.13521 -4.62269
C 5.21235 -0.07188 -0.50711
C 5.11756 0.94520 -1.65294
C 6.20202 0.87817 -2.73778
O 3.94344 0.51101 -2.35161
H 5.77243 -0.97953 -0.73204
H 4.23978 -0.43632 -0.17636
H 5.74744 0.41394 0.30883
H 5.02352 1.93925 -1.21577
H 6.22593 -0.10149 -3.21504
H 7.21385 0.97160 -2.34335
H 5.94401 1.57900 -3.53173
H 4.20566 -0.27323 -2.83927

=====

3.
8
Properties=species:S:1:pos:R:3 method="wB97M-V/def2-TZVPD" orbital_gap_ha="0.2419 / 0.2418" e_above_lowest_kj_mol=98.2 mol_weight_g_mol=168.91 e_tot_ha=-3143.1990
C -0.96768 0.06522 -0.15032
C -0.12682 0.98547 0.37319
O -0.35103 -0.78947 -1.13102
O 1.09958 1.04813 0.10140
P 1.17340 -1.19927 -1.10477
Br 1.62064 -1.77976 0.93743
H -1.91788 -0.18275 -0.01919
H -0.53021 1.85243 0.99328

=====

4.
130
Properties=species:S:1:pos:R:3 method="wB97M-V/def2-TZVPD" orbital_gap_ha="0.2935 / 0.2530" charge=+1 multiplicity=3 e_above_lowest_kj_mol=0.0 mol_weight_g_mol=1486.40 e_tot_ha=-22029.2205
Ni 33.51325 -42.06407 18.99525
C 33.34132 -39.94533 16.52071
O 31.94036 -39.79599 16.47239
O 33.68857 -41.11221 17.15018
C 33.82742 -39.77769 15.08188
F 33.54204 -38.61826 14.50153
F 35.18166 -39.94311 15.03734
F 33.32514 -40.75230 14.29416
C 31.26041 -39.18289 17.57239
C 29.84706 -38.90747 17.08570
H 29.89458 -38.02562 16.45124
H 29.43104 -39.73238 16.51654
H 29.20199 -38.66344 17.92845
H 31.76491 -38.24418 17.81980
H 31.28365 -39.81542 18.46234
H 33.79023 -39.09712 17.05980
C 24.25361 -37.82408 15.02108
C 24.05314 -39.26189 15.56680
C 25.46768 -39.61789 16.16510
S 26.24848 -38.05148 16.64428
O 27.50003 -37.89071 15.90913
O 26.24194 -38.02645 18.10073
C 24.94435 -36.96110 16.06516
H 23.23975 -37.46010 14.82652
H 24.65610 -37.81430 14.00873
H 23.76479 -39.92323 14.75548
H 23.33268 -39.23361 16.38326
H 25.99190 -39.89424 15.24225
H 25.61449 -40.49818 16.78266
H 25.44590 -36.11913 15.58850
H 24.44072 -36.62517 16.96752
C 35.19518 -39.90360 11.20254
C 34.85211 -39.67705 9.71246
C 34.10986 -40.86232 9.08206
S 33.81635 -42.02512 10.53220
O 34.01789 -43.40099 10.16171
O 32.53852 -41.69325 11.12086
C 35.23709 -41.37083 11.62512
H 34.53370 -39.30463 11.82897
H 36.19730 -39.49404 11.34154
H 35.75201 -39.46687 9.13186
H 34.32351 -38.73722 9.54704
H 34.77110 -41.39111 8.39890
H 33.12395 -40.74646 8.64128
H 36.13259 -41.75982 11.14083
H 35.08834 -41.65509 12.65952
C 36.47877 -35.13394 13.56905
C 35.63156 -36.17536 14.34354
C 35.89133 -36.00262 15.88114
S 36.28985 -34.15813 15.99378
O 37.61795 -34.09404 16.55878
O 35.16186 -33.45046 16.58622
C 36.26433 -33.78259 14.19431
H 36.32286 -35.12658 12.49273
H 37.52007 -35.38654 13.79290
H 35.83085 -37.19240 13.99670
H 34.57495 -36.17587 14.05975
H 36.72279 -36.66940 16.08150
H 34.95730 -36.10067 16.42849
H 36.92831 -32.94400 13.99133
H 35.28220 -33.39784 13.91193
C 34.85139 -44.75672 14.47403
C 34.72429 -46.07980 15.21012
C 33.49123 -46.04577 16.11995
S 33.05230 -44.28275 16.46706
O 33.31420 -43.88573 17.86677
O 31.79668 -43.93045 15.86886
C 34.41977 -43.61588 15.42520
H 34.10012 -44.73853 13.68030
H 35.83196 -44.61805 14.02576
H 35.53169 -46.26466 15.91960
H 34.66136 -46.94004 14.54643
H 33.78526 -46.31828 17.13576
H 32.61817 -46.62751 15.83635
H 35.25275 -43.33470 16.06914
H 33.95155 -42.74499 14.97159
C 27.70526 -41.44961 19.04799
C 27.83602 -42.26445 17.76374
C 29.27742 -42.41180 17.39572
S 30.12603 -42.74093 19.03701
O 31.42540 -42.03374 19.06652
O 30.05874 -44.13164 19.41752
C 28.85417 -41.85686 20.02868
H 26.77098 -41.69713 19.55009
H 27.73220 -40.37335 18.88124
H 27.23826 -41.88654 16.93711
H 27.41852 -43.24005 18.02806
H 29.75939 -41.52886 16.97401
H 29.56980 -43.24944 16.76580
H 29.26421 -40.90840 20.37940
H 28.62250 -42.45381 20.90668
C 37.78477 -39.22645 19.02167
C 37.83764 -39.82069 20.40845
C 37.78139 -41.33493 20.31527
S 36.90138 -41.74694 18.75024
O 35.59788 -42.36800 19.05254
O 37.74135 -42.42559 17.78931
C 36.74440 -39.99521 18.18247
H 38.80759 -39.15764 18.63693
H 37.62447 -38.14574 19.00408
H 36.98525 -39.49271 21.00515
H 38.77269 -39.58717 20.91506
H 37.22574 -41.91650 21.05205
H 38.69353 -41.92371 20.19975
H 35.75360 -39.59627 18.39309
H 36.90358 -40.14214 17.11641
Br 28.71240 -37.36604 20.31740
C 26.97334 -36.42529 20.34360
C 26.34199 -36.29955 21.73820
Br 24.68900 -35.25363 21.63236
H 26.35261 -37.01577 19.67438
H 27.09847 -35.42511 19.93650
H 26.97890 -35.68303 22.36483
H 26.17890 -37.29175 22.14730
Br 27.50174 -34.63324 17.69117
C 29.10962 -35.66964 17.47334
C 30.31034 -34.78983 17.92942
Br 32.00963 -35.57096 17.20101
H 29.29093 -35.91763 16.43068
H 29.04377 -36.58154 18.05451
H 30.29190 -34.85723 19.01538
H 30.18121 -33.75987 17.61497
Br 28.74863 -42.72256 14.01781
C 30.10190 -41.39113 13.50644
C 29.65198 -40.00229 13.96180
Br 27.99266 -39.54652 13.03615
H 30.14368 -41.39270 12.42109
H 31.06940 -41.67328 13.91430
H 30.41429 -39.27151 13.69108
H 29.51992 -39.87810 15.03032

=====

5.
84
Properties=species:S:1:pos:R:3 method="wB97M-V/def2-TZVPD" orbital_gap_ha="0.2079 / 0.2095" multiplicity=5 e_above_lowest_kj_mol=47.7 mol_weight_g_mol=916.36 e_tot_ha=-5894.2930
Fe -6.89085 23.36687 1.45297
O -1.53033 27.23808 4.34263
C -2.21950 27.58032 3.13215
C -3.28119 26.61389 2.76876
C -3.91509 26.73665 1.54993
C -4.98354 25.90292 1.26461
N -5.30942 24.86902 2.06698
C -4.70930 24.71065 3.23132
C -3.72704 25.60559 3.63389
C -5.13135 23.51178 4.03474
C -4.55694 23.09086 5.23172
C -5.12165 21.98608 5.88306
C -4.55475 21.61701 7.25132
O -3.13183 21.71989 7.32143
C -6.24219 21.40345 5.36278
C -6.76604 21.89767 4.17863
N -6.16803 22.85364 3.51098
H -0.86995 27.95436 4.48001
H -1.47160 27.58168 2.33281
H -2.53059 28.61304 3.22503
H -3.63896 27.54055 0.88849
H -5.59613 26.04462 0.34902
H -3.24777 25.52368 4.62112
H -3.74393 23.58552 5.69925
H -4.86373 20.61706 7.55313
H -4.86196 22.32926 8.01311
H -2.79732 20.93531 6.86542
H -6.73917 20.56414 5.83238
H -7.65896 21.46402 3.69952
S -9.58724 28.84762 -2.21527
C -9.11109 27.54269 -1.42232
S -9.45276 27.26126 0.31249
C -8.64075 25.68792 0.37554
C -8.06884 25.23210 -0.75297
S -7.37171 23.65386 -0.92129
S -8.12201 26.31238 -2.11220
S -8.63828 24.86046 1.91936
C -2.75225 21.03490 0.30546
P -4.36484 21.58378 -0.17285
C -3.97150 23.08893 -1.09247
C -4.99764 20.41476 -1.39014
O -5.32418 21.89100 0.92569
H -2.31885 20.50876 -0.54717
H -2.86112 20.34528 1.15546
H -2.10335 21.84110 0.63976
H -3.00892 22.98651 -1.61556
H -3.81917 23.94614 -0.41123
H -4.76690 23.34194 -1.77741
H -4.33370 20.22613 -2.26153
H -5.98047 20.79110 -1.76532
H -5.20571 19.43119 -0.99256
C -9.12050 24.89867 5.73045
O -10.37845 24.26235 5.84281
P -10.78067 23.08512 4.76672
O -11.85723 23.94957 3.97529
C -12.29505 23.42174 2.69179
O -11.73277 22.15701 5.72652
C -10.96644 21.28620 6.56677
H -9.02885 25.57452 4.87909
H -8.30674 24.13908 5.51463
H -8.96950 25.44646 6.68965
H -13.18477 23.89112 2.37422
H -12.50035 22.34272 2.74698
H -11.52224 23.66126 1.94926
H -10.41089 21.82177 7.29358
H -10.39725 20.56680 5.95310
H -11.70351 20.66900 7.10451
C -9.80791 20.76403 -0.67483
Te -9.64818 20.28771 1.36815
C -8.11779 18.93092 0.75288
C -8.35159 18.73338 -0.69808
C -7.77631 17.66301 -1.31376
C -7.82329 17.54753 -2.67402
C -8.46353 18.55881 -3.38196
C -9.15923 19.57143 -2.77929
C -9.07972 19.67065 -1.40002
H -9.39906 21.75170 -0.79690
H -10.86704 20.74800 -1.00984
H -8.19567 18.02914 1.34970
H -7.13902 19.43751 0.95575
H -7.25291 16.94196 -0.73424
H -7.25677 16.74300 -3.19442
H -8.37999 18.54724 -4.51817
H -9.68915 20.30881 -3.37008